(1)
Density functional theory data (ωB97M-V/def2-TZVPD) for one molecule with the formula C31H29NO7 in a non-equilibrium geometry.

Geometry as XYZ:
```
68
Properties=species:S:1:pos:R:3:forces:R:3:lowdin_charge:R:1
C -7.71654 -0.80199 -0.47858 0.1 0.1 0.2 -0.114
C -6.62414 -0.18714 0.38736 0.1 -0.1 -0.3 -0.268
C -5.24383 -0.35862 -0.24157 -0.1 0.2 0.4 -0.203
C -4.14157 0.24251 0.64347 -0.1 -0.1 -0.3 -0.124
C -2.79602 0.11315 -0.00465 0.1 -0.3 0.3 -0.173
C -2.01205 -0.96377 0.24182 -0.2 0.2 0.0 0.063
C -0.72299 -1.15689 -0.35305 0.4 -0.1 0.0 -0.073
C 0.10484 -2.21488 -0.04965 0.0 -0.1 0.3 -0.037
C -0.32652 -3.31256 0.81063 -0.9 -0.1 -0.6 -0.232
C -1.48159 -4.05675 0.79840 0.6 0.4 -0.1 -0.037
C -1.33121 -5.03832 1.80319 0.4 -0.1 0.4 -0.067
C -0.10254 -4.82313 2.34928 -0.7 -0.6 0.1 -0.118
O 0.50537 -3.78911 1.75546 0.3 0.3 0.2 0.066
C 1.47194 -2.25931 -0.51679 0.1 0.3 -0.1 -0.289
O 2.31336 -3.03995 -0.11295 0.0 0.1 -0.2 0.123
C 1.88065 -1.28855 -1.64698 0.2 -0.1 -0.1 -0.322
C 1.97283 -2.09569 -2.94429 0.2 0.2 0.2 0.042
O 3.19996 -0.80801 -1.35119 0.0 -0.2 -0.4 0.080
C 3.21511 0.12640 -0.40365 -0.2 0.3 0.3 -0.404
O 2.19194 0.57493 0.07934 0.3 -0.2 0.1 0.137
C 4.57026 0.55602 -0.02475 0.3 0.0 0.0 -0.118
C 4.71844 1.60426 0.88548 0.0 -0.2 -0.1 0.001
C 5.97113 2.02557 1.26132 0.2 0.0 0.0 0.008
C 7.11203 1.40595 0.73930 -0.2 0.0 0.0 -0.269
O 8.29890 1.89566 1.17482 -0.3 0.1 0.1 -0.077
C 9.49039 1.31684 0.69655 0.2 -0.1 -0.1 -0.085
C 6.96559 0.35658 -0.16623 0.4 0.1 0.1 -0.007
C 5.70401 -0.06150 -0.54240 -0.3 0.1 0.1 0.008
C 0.98370 -0.07666 -1.88839 0.1 0.1 -0.4 -0.316
O 1.32820 0.80118 -2.65483 -0.1 -0.2 0.1 0.113
C -0.32738 -0.09579 -1.23845 -0.6 0.4 0.0 -0.050
C -1.15769 0.96024 -1.45647 0.5 -0.4 -0.2 0.042
N -2.38151 1.07947 -0.90075 0.0 -0.2 -0.1 -0.014
C -3.12222 2.30881 -1.11393 -0.3 0.5 0.2 -0.049
C -2.91183 3.26354 0.02219 0.7 -0.1 0.0 -0.263
C -1.77583 3.65764 0.66455 -0.5 -0.3 -0.4 -0.003
C -2.19170 4.56144 1.67364 -0.5 0.1 0.1 -0.050
C -3.54393 4.64601 1.56891 0.6 0.3 0.5 -0.113
O -3.99314 3.85852 0.57523 -0.3 -0.2 -0.4 0.038
H -8.69036 -0.67120 -0.01359 -0.1 0.0 0.0 0.069
H -7.54138 -1.86675 -0.61434 0.0 -0.1 -0.1 0.072
H -7.73919 -0.33159 -1.45931 0.0 0.0 -0.1 0.072
H -6.63177 -0.65943 1.37176 0.0 0.1 0.1 0.112
H -6.82824 0.87684 0.52928 0.0 0.0 0.1 0.110
H -5.03783 -1.42073 -0.38776 0.0 0.0 -0.1 0.121
H -5.23662 0.11152 -1.22799 0.0 0.0 -0.1 0.112
H -4.37630 1.28181 0.87085 0.0 0.0 0.1 0.108
H -4.12269 -0.30178 1.58853 0.1 0.1 0.0 0.130
H -2.35184 -1.69672 0.95482 -0.1 0.0 0.1 0.115
H -2.31343 -3.93883 0.13317 -0.1 0.1 -0.2 0.110
H -2.03664 -5.79720 2.07497 -0.1 -0.2 0.1 0.095
H 0.42906 -5.32125 3.13562 0.2 0.0 0.1 0.118
H 2.31747 -1.44729 -3.74658 0.0 0.1 0.0 0.096
H 2.67919 -2.90954 -2.80112 0.0 -0.1 0.0 0.099
H 0.99541 -2.50171 -3.19479 -0.1 -0.1 0.0 0.104
H 3.83157 2.07284 1.28343 -0.1 0.0 0.0 0.121
H 6.10568 2.83436 1.96202 0.0 0.1 0.1 0.119
H 10.29769 1.86460 1.18008 0.0 -0.1 -0.1 0.093
H 9.55907 0.25855 0.96664 0.0 0.0 0.0 0.097
H 9.58082 1.42323 -0.38897 0.0 0.0 0.0 0.096
H 7.82793 -0.14123 -0.58083 0.1 0.0 0.0 0.104
H 5.59050 -0.87688 -1.23879 0.0 -0.1 -0.1 0.125
H -0.83034 1.75177 -2.11525 0.0 0.1 0.0 0.150
H -4.19019 2.10800 -1.21845 0.1 0.0 -0.1 0.129
H -2.76677 2.75316 -2.04911 -0.1 -0.2 0.1 0.141
H -0.77489 3.34076 0.45351 0.2 -0.1 -0.1 0.117
H -1.56516 5.07255 2.37440 0.1 0.1 0.2 0.103
H -4.27516 5.20599 2.11644 -0.2 0.0 0.0 0.120
```
Positions in Å, forces in eV/Å.

As for the SMILES: CCCCC1=CC2=C(c3ccco3)C(=O)[C@](C)(OC(=O)c3ccc(OC)cc3)C(=O)C2=CN1Cc1ccco1. The charge is 0. The energy is -48439.179 eV. The calculation puts the relative energy (zero: lowest compared OMol25 entry of this formula, charge and spin) at 0.123 eV.

***

(2)
Density functional theory data (ωB97M-V/def2-TZVPD) for C24H64AsNNdP2Si3 as an isolated structure in a non-equilibrium geometry.

Geometry as XYZ:
```
96
Properties=species:S:1:pos:R:3:forces:R:3:lowdin_charge:R:1
Nd -0.90839 -1.01416 1.42216 4.2 0.6 0.4 0.990
C -3.33249 -4.70326 0.11936 -0.4 0.0 0.3 -0.256
P -2.22299 -3.29106 0.49216 -0.5 -1.8 -1.0 0.681
C -0.63739 -4.18366 0.72316 0.1 -0.1 0.2 -0.306
C -1.97189 -2.62776 -1.19934 -0.1 0.1 -0.2 -0.312
H -2.92889 -5.33846 -0.67484 0.1 0.2 0.1 0.058
H -4.31439 -4.34176 -0.19994 0.1 0.0 0.1 0.047
H -3.47409 -5.32156 1.01076 0.0 0.1 -0.1 0.052
H -0.42359 -4.85546 -0.11354 -0.1 0.2 0.0 0.065
H -0.66659 -4.78036 1.63966 -0.1 0.1 0.0 0.061
H 0.19021 -3.47336 0.80926 0.2 0.0 0.0 -0.030
H -1.66409 -3.40906 -1.90064 0.1 0.1 0.2 0.070
H -1.19999 -1.85246 -1.19344 0.1 0.0 -0.2 -0.020
H -2.89709 -2.17966 -1.57364 0.2 -0.1 0.1 0.019
C 2.68121 1.78024 0.47526 -0.2 -0.3 0.5 -0.104
C 3.23151 0.71694 -0.51104 0.7 1.5 -0.6 -0.581
C 2.50691 1.03014 -1.83794 0.4 -1.0 -0.4 -0.119
C 4.72361 1.01604 -0.73104 0.3 -0.2 0.1 -0.078
P 2.90961 -1.01416 0.07156 -4.9 0.0 1.9 0.901
N 1.34731 -1.01416 0.62426 -1.1 0.0 0.1 -0.468
C 2.95251 -2.26246 -1.29944 0.4 -1.0 -1.4 -0.596
C 2.88351 -3.71166 -0.77124 0.1 0.0 0.6 -0.087
C 4.21321 -2.16106 -2.17374 0.3 0.2 -0.1 -0.081
C 1.72201 -2.14736 -2.23684 -0.3 0.4 0.1 -0.091
C 3.95241 -1.49696 1.52736 1.3 -0.5 1.1 -0.604
C 3.33551 -2.67466 2.32656 -0.5 -0.2 -0.3 -0.094
C 5.38561 -1.89826 1.14126 0.2 -0.1 -0.3 -0.083
C 4.06511 -0.36086 2.56676 -0.3 0.5 -0.2 -0.092
H 2.80431 2.79464 0.07626 0.1 -0.3 -0.3 0.097
H 3.18991 1.77194 1.43696 0.0 -0.1 0.0 0.063
H 1.61331 1.63374 0.66566 0.2 -0.1 0.0 0.031
H 2.57881 2.09354 -2.09764 0.2 -0.2 0.3 0.093
H 1.44281 0.78274 -1.77154 0.9 -0.7 -0.3 0.039
H 2.94401 0.48734 -2.67724 0.0 -0.1 0.0 0.075
H 4.87021 2.00624 -1.17844 -0.2 -0.1 0.0 0.096
H 5.19051 0.28544 -1.39384 0.0 0.1 0.0 0.068
H 5.28201 1.01034 0.20666 0.0 0.0 0.0 0.068
H 3.79981 -3.99936 -0.25404 -0.1 0.0 0.1 0.069
H 2.75901 -4.43456 -1.58684 0.0 0.4 -0.1 0.095
H 2.03661 -3.84076 -0.09004 0.2 0.0 -0.1 0.049
H 5.12571 -2.20226 -1.57654 0.0 0.0 0.0 0.068
H 4.23821 -1.23136 -2.74484 0.0 0.0 0.0 0.066
H 4.26031 -2.97916 -2.90224 -0.1 0.0 0.2 0.095
H 0.78461 -2.22626 -1.67724 0.3 0.0 0.0 0.030
H 1.71941 -2.94526 -2.98984 0.3 0.0 0.2 0.094
H 1.69551 -1.21146 -2.79094 0.0 0.0 0.1 0.059
H 3.30251 -3.60256 1.75936 0.0 0.0 0.0 0.056
H 2.31401 -2.44776 2.64776 0.1 0.1 -0.1 0.057
H 3.91961 -2.89206 3.22936 0.1 0.3 -0.2 0.093
H 5.40671 -2.82256 0.56136 0.0 0.0 0.0 0.066
H 6.00481 -2.07006 2.02966 -0.2 0.1 0.0 0.095
H 5.87621 -1.12696 0.54496 0.1 0.0 0.1 0.067
H 3.07581 0.01594 2.84466 0.1 0.0 0.0 0.078
H 4.66821 0.46954 2.19696 -0.1 0.0 0.0 0.065
H 4.55481 -0.70126 3.48756 -0.1 -0.3 -0.3 0.094
C 0.12311 2.74034 -1.58704 -0.3 0.1 0.6 -0.229
Si -1.69279 2.31794 -1.65434 0.5 0.6 -1.0 0.251
C -2.58589 3.85114 -2.26994 -0.3 0.1 0.2 -0.191
C -1.92909 0.99714 -2.95054 -0.2 -0.4 0.0 -0.211
As -2.30489 1.40474 0.43416 -0.4 0.6 -0.4 0.725
Si -2.01289 3.23884 1.87366 0.5 0.7 1.2 0.217
C -2.97149 3.02544 3.45866 -0.3 -0.3 0.0 -0.214
C -0.20759 3.22104 2.36116 0.3 -0.3 -0.3 -0.221
C -2.39179 4.91914 1.17126 -0.1 0.1 -0.4 -0.210
Si -4.60889 1.03924 0.14856 -1.0 -0.5 0.1 0.221
C -5.52559 2.26064 -0.91074 0.1 0.3 -0.2 -0.209
C -4.75909 -0.64136 -0.66084 0.2 -0.3 -0.2 -0.233
C -5.48569 0.89194 1.78856 0.1 0.0 0.3 -0.213
H 0.45811 3.08044 -2.58834 -0.1 -0.2 0.5 0.069
H 0.70271 1.84364 -1.28684 -1.1 1.6 0.1 -0.027
H 0.28611 3.55594 -0.85584 0.1 -0.3 -0.4 0.042
H -2.16219 4.12504 -3.25764 -0.1 -0.2 0.5 0.054
H -2.44889 4.70924 -1.59664 -0.1 -0.2 -0.3 0.015
H -3.66309 3.67764 -2.40384 0.3 0.2 0.0 0.013
H -1.55589 1.36964 -3.92644 -0.2 -0.2 0.5 0.054
H -3.00669 0.75874 -3.04354 0.5 -0.1 -0.1 0.025
H -1.36559 0.08674 -2.66104 -0.3 0.3 -0.3 0.021
H -2.74539 2.03504 3.90366 -0.3 0.5 -0.1 0.042
H -4.05159 3.12284 3.26466 0.3 -0.1 0.3 0.017
H -2.67519 3.82394 4.16886 -0.1 -0.4 -0.4 0.053
H 0.03231 2.24664 2.83536 0.1 0.5 -0.2 0.032
H -0.00659 4.03894 3.08256 -0.1 -0.4 -0.4 0.055
H 0.43231 3.35514 1.46716 -0.1 -0.1 0.6 0.011
H -3.43809 4.95494 0.80926 0.6 0.3 0.0 0.039
H -1.67359 5.13884 0.36056 -0.5 0.1 0.2 0.024
H -2.24389 5.67984 1.96536 -0.2 -0.4 -0.4 0.055
H -5.14429 2.19044 -1.94584 -0.3 0.3 0.4 0.024
H -5.40719 3.28334 -0.50164 -0.2 -0.4 -0.5 0.042
H -6.59879 1.98314 -0.92754 0.5 0.2 0.1 0.054
H -4.26709 -0.63416 -1.65324 -0.3 -0.1 0.4 0.018
H -5.82949 -0.90426 -0.78404 0.6 0.1 0.0 0.059
H -4.26739 -1.40226 -0.01894 -0.4 0.3 -0.4 -0.008
H -5.52409 1.87394 2.28666 0.0 -0.5 0.0 0.020
H -4.96399 0.15244 2.43036 -0.4 0.5 -0.1 0.044
H -6.52749 0.55494 1.61076 0.6 0.1 0.1 0.052
H -0.90839 -1.01416 3.57436 -0.1 0.0 -0.7 -0.254
```
Positions in Å, forces in eV/Å.

As for the spin multiplicity: 4. The charge is +1. The energy is -145739.064 eV. As for the expectation value of S²: 3.755.

***

(3)
Density functional theory data (ωB97M-V/def2-TZVPD) for a 2-piece molecular cluster, C8H13N3O3 overall in a non-equilibrium geometry.

Geometry as XYZ:
```
27
Properties=species:S:1:pos:R:3:forces:R:3:lowdin_charge:R:1
H -1.20225 2.31963 0.06133 0.5 2.0 -0.2 0.023
N -0.96016 1.37692 0.09202 1.6 -1.6 0.7 0.131
C 0.24824 0.89756 0.21871 -3.5 1.4 -0.1 -0.431
N 0.31594 -0.48241 0.32396 2.6 -1.2 0.5 0.162
C -0.43215 -1.32845 -0.20774 -1.5 1.8 -3.1 -0.418
O -0.00402 -2.52025 -0.65093 1.7 -0.8 0.3 0.008
C -1.81880 -1.04163 -0.77431 -1.1 2.2 1.8 -0.018
C -2.17362 -0.89173 -2.29684 1.8 0.0 2.4 -0.521
O -3.03823 -0.19982 -2.72576 -0.3 -0.2 -0.2 0.130
O -1.31916 -1.57702 -3.04728 1.5 -1.5 -0.5 0.097
N 1.43030 1.58235 0.24760 0.9 -1.1 0.3 -0.148
C 2.69895 0.82564 0.05910 -0.4 -1.2 2.9 -0.056
C 1.49184 2.96079 -0.23818 -4.7 -2.0 -1.3 -0.040
H 0.95350 -2.64832 -0.40900 -1.1 0.4 -0.1 0.143
H -2.12370 -0.08519 -0.16627 0.3 -1.8 -1.7 0.127
H -2.41488 -1.82198 -0.37709 -0.9 -1.1 0.2 0.108
H -0.64098 -2.12077 -2.51338 -1.7 1.3 -0.8 0.134
H 3.12944 1.04276 -0.88655 0.6 0.3 -0.7 0.067
H 3.42063 0.89905 0.95579 -0.9 0.9 -1.5 0.110
H 2.49287 -0.26182 0.16345 -0.2 0.8 -0.6 0.066
H 0.71152 3.62788 0.19917 0.6 -0.7 -0.2 0.101
H 2.39403 3.27491 0.01313 4.0 1.8 0.8 0.027
H 1.34121 2.88291 -1.33958 0.2 0.7 0.5 0.112
C -0.60970 -2.99902 2.24108 0.9 -1.9 -0.3 0.009
C -0.17390 -3.92081 1.57202 0.0 1.5 0.2 0.001
H -0.86723 -2.31155 3.01525 -0.2 0.0 -0.2 0.033
H 0.35525 -4.43089 0.76564 -0.8 -0.1 1.0 0.042
```
Positions in Å, forces in eV/Å.

As for the SMILES: [H]/N=C(/N=C(/O)CC(=O)O)N(C)C.C#C. The charge is 0. The energy is -19115.241 eV. The calculation puts the relative energy (zero: lowest compared OMol25 entry of this formula, charge and spin) at 3.073 eV.

***

(4)
Density functional theory data (ωB97M-V/def2-TZVPD) for one molecule with the formula C6H5Cl3N2 in a non-equilibrium geometry.

Geometry as XYZ:
```
16
Properties=species:S:1:pos:R:3:forces:R:3:lowdin_charge:R:1
C 2.09896 -0.09749 0.85624 -0.5 1.8 -0.1 -0.087
C 1.39894 -0.01327 -0.51302 -0.6 0.2 -0.1 -0.249
C -0.12786 0.05767 -0.40749 0.4 -0.4 1.1 -0.232
C -0.90979 -1.11057 -0.24956 2.1 0.3 -1.0 -0.595
Cl -0.04755 -2.67511 -0.31971 -0.9 0.8 0.2 0.695
N -2.19853 -1.10537 -0.17603 -0.3 -1.5 0.4 0.056
C -2.78397 0.04774 -0.06822 -0.3 1.1 -0.1 -0.797
Cl -4.50820 -0.03557 0.07094 0.2 0.4 0.0 0.695
N -2.19548 1.23886 -0.07662 -0.3 -0.1 0.1 0.075
C -0.88882 1.22372 -0.23883 0.7 -0.1 -0.4 -0.624
Cl -0.04490 2.77477 -0.30963 -0.6 -0.7 0.1 0.698
H 3.16936 -0.11572 0.78233 0.6 -0.2 -0.4 0.065
H 1.89010 0.84667 1.41943 -0.1 -0.9 -0.2 0.086
H 1.79997 -0.95821 1.41302 -0.4 -0.5 0.4 0.054
H 1.58400 -0.91559 -1.07862 0.3 -0.1 -0.2 0.063
H 1.76376 0.83745 -1.10424 -0.1 -0.2 0.3 0.096
```
Positions in Å, forces in eV/Å.

As for the SMILES: CCc1c(Cl)nc(Cl)nc1Cl. The charge is 0. The energy is -46850.913 eV. The calculation puts the relative energy (zero: lowest compared OMol25 entry of this formula, charge and spin) at 0.000 eV.